Below is a cluster of 2 separate species, C10H14Si in total in a non-equilibrium geometry, with properties calculated with ωB97M-V/def2-TZVPD.

Geometry (Å):
C1 -0.0028 1.1182 3.1634
C2 0.3352 -0.1845 2.9102
C3 0.0735 2.0403 2.1410
C4 0.4845 -0.5953 1.5877
C5 0.2479 1.6624 0.8515
C6 0.4283 0.3000 0.5002
C7 -3.2241 -2.0172 0.3012
C8 -2.8646 -0.7640 0.1499
C9 2.4350 -2.2218 -1.1177
C10 2.2104 -0.7317 -1.3704
Si1 0.4028 -0.2456 -1.3027
H1 -0.0999 1.4801 4.1980
H2 0.1915 -0.9221 3.7476
H3 -0.0516 3.1245 2.3252
H4 0.9347 -1.4592 1.3496
H5 -0.0105 2.4730 0.1231
H6 -3.9715 -2.5544 -0.1561
H7 -2.8369 -2.7773 1.0183
H8 -2.1858 -0.4085 0.8137
H9 -3.4566 -0.2867 -0.6325
H10 2.2881 -2.1225 -0.0824
H11 1.7417 -2.9703 -1.4833
H12 3.4302 -2.6090 -1.3953
H13 2.5056 -0.3839 -2.3750
H14 2.9209 -0.1931 -0.6082

The HOMO energy comes out at -8.169 eV. Its LUMO energy is -0.45 eV. The value obtained for the strongest force on any atom is 0.0750 Eh/bohr. The calculation puts the gap between HOMO and LUMO at 7.718 eV.

Mulliken population analysis, charges in e, atoms 1 to 8: -0.38, -0.60, -0.37, -0.33, -0.47, 0.73, -0.59, -0.43

Below is an isolated molecule of C4H4FN in a non-equilibrium geometry, with properties calculated with ωB97M-V/def2-TZVPD.

Geometry (Å):
C1 2.2198 -0.5232 0.0579
C2 -0.3321 -0.5252 -0.0987
C3 0.8977 -0.0483 0.0060
C4 -1.4740 0.3926 -0.0593
N1 3.3165 -0.8136 -0.0588
F1 0.9887 1.5099 -0.0737
H1 -0.2370 -1.6901 -0.0333
H2 -1.1560 1.3794 -0.0317
H3 -1.8021 0.0751 0.9697
H4 -2.4215 0.2434 -0.6781

The structure (SMILES) is C/C=C(\F)C#N. The HOMO energy comes out at -10.398 eV. Its LUMO energy is 0.32 eV. The value obtained for the strongest force on any atom is 0.0891 Eh/bohr. The calculation puts the gap between HOMO and LUMO at 10.717 eV.

Mulliken population analysis, charges in e, atoms 1 to 8: 0.03, 0.03, 0.43, -0.89, -0.36, -0.35, 0.25, 0.32